[1]
14
Properties=species:S:1:pos:R:3 method="wB97M-V/def2-TZVPD" homo_energy_ha="-0.3551 / -0.2260" relative_energy_kcal_mol=109.04 orbital_gap_ev="10.513 / 7.163"
C 0.296 1.004 1.405
C 0.016 0.410 0.075
C 0.560 -0.709 -0.521
C -0.051 -0.863 -1.758
O -0.946 0.087 -2.020
C -0.974 0.976 -0.892
H 0.784 1.985 1.314
H 0.944 0.352 1.995
H -0.634 1.166 1.966
H 1.309 -1.371 -0.105
H 1.238 -4.528 2.962
H 0.082 -1.611 -2.529
H -2.003 1.008 -0.507
H -0.718 1.983 -1.252

[2]
12
Properties=species:S:1:pos:R:3 method="wB97M-V/def2-TZVPD" charge=-2 homo_energy_ha=0.0186 smiles="O=C([O-])NCC[S-]" relative_energy_kcal_mol=10.70 orbital_gap_ev=5.633
C 0.325 0.734 0.553
C -1.126 0.360 0.355
S -2.207 1.685 1.138
N 1.381 -0.139 -0.028
C 1.364 -1.286 -0.859
O 0.278 -1.640 -1.343
O 2.510 -1.754 -1.100
H 0.444 1.736 0.141
H 0.544 0.782 1.619
H -1.372 -0.606 0.788
H -1.375 0.371 -0.699
H 2.269 0.063 0.384

[3]
206
Properties=species:S:1:pos:R:3 method="wB97M-V/def2-TZVPD" homo_energy_ha=-0.2816 orbital_gap_ev=7.315
Mg 1.059 -3.238 0.608
C 0.453 -4.107 4.805
C 0.274 -4.866 3.427
O 0.200 -4.009 2.296
H 1.249 -3.366 4.733
H 0.710 -4.839 5.571
H -0.308 -3.499 5.294
H -0.585 -5.528 3.533
H 1.192 -5.455 3.434
Cl 1.156 -0.932 0.482
C 2.322 -3.953 -4.273
O 2.351 -3.288 -3.226
N 3.194 -4.848 -4.674
N 1.313 -3.831 -5.135
H 2.986 -5.316 -5.545
H 3.906 -5.290 -4.110
H 1.372 -4.110 -6.104
H 0.494 -3.254 -5.004
C -1.362 -4.201 -0.929
O -0.553 -3.499 -0.408
N -1.780 -3.965 -2.117
N -2.053 -5.132 -0.260
H -2.553 -4.445 -2.555
H -1.445 -3.196 -2.679
H -1.927 -5.184 0.740
H -2.543 -5.858 -0.765
C -1.356 3.429 -3.187
C -2.047 3.288 -1.842
O -1.832 4.482 -1.088
H -1.561 2.632 -3.901
H -0.312 3.371 -2.882
H -1.534 4.363 -3.720
H -1.597 2.521 -1.211
H -3.128 3.169 -1.909
H -0.939 4.780 -0.898
C 2.418 5.112 1.561
C 2.383 5.376 -0.010
O 1.256 4.692 -0.413
H 2.236 4.038 1.525
H 1.547 5.469 2.111
H 3.345 5.379 2.068
H 3.299 5.191 -0.571
H 2.172 6.442 -0.093
H 1.591 3.816 -0.619
C -1.364 5.164 2.534
C -1.158 3.564 2.584
O 0.188 3.194 2.597
H -2.378 5.361 2.185
H -0.566 5.536 1.893
H -1.146 5.613 3.504
H -1.529 3.195 1.628
H -1.683 2.971 3.332
H 0.216 2.283 2.296
C 3.833 2.577 -3.032
C 2.752 1.913 -2.150
O 2.922 2.044 -0.721
H 3.652 2.672 -4.103
H 4.733 2.012 -2.790
H 3.968 3.597 -2.674
H 2.702 0.847 -2.370
H 1.783 2.319 -2.440
H 2.424 1.317 -0.341
C 3.642 0.936 2.541
O 4.519 0.740 3.687
C 3.935 1.524 4.774
C 5.050 2.135 5.632
N 5.780 3.116 4.765
C 7.127 3.554 5.243
C 7.782 4.543 4.367
O 6.948 5.655 4.280
C 6.472 6.011 2.932
H 2.602 0.766 2.821
H 3.820 0.222 1.736
H 3.871 1.919 2.130
H 3.329 0.985 5.501
H 3.395 2.374 4.355
H 5.708 1.278 5.777
H 4.755 2.595 6.575
H 5.820 2.625 3.883
H 7.746 2.683 5.462
H 7.021 4.122 6.167
H 8.025 4.131 3.387
H 8.738 4.736 4.854
H 5.802 6.869 2.887
H 5.865 5.193 2.544
H 7.222 6.221 2.169
C 1.100 -0.207 -4.383
O 0.636 0.276 -5.621
C 1.683 0.331 -6.597
C 1.108 0.521 -8.126
N 0.543 -0.717 -8.567
C 0.030 -0.595 -9.974
C -1.094 0.499 -10.033
O -1.534 0.396 -11.399
C -2.953 0.580 -11.585
H 0.505 -0.039 -3.485
H 2.155 -0.070 -4.146
H 1.067 -1.297 -4.396
H 2.252 -0.598 -6.628
H 2.492 1.062 -6.582
H 1.980 0.826 -8.705
H 0.471 1.403 -8.189
H 0.070 -1.226 -7.834
H -0.373 -1.571 -10.244
H 0.782 -0.403 -10.739
H -0.827 1.511 -9.726
H -1.828 0.158 -9.304
H -3.411 -0.408 -11.536
H -3.147 0.985 -12.579
H -3.358 1.292 -10.866
C -7.692 1.949 1.322
O -7.113 1.385 2.517
C -5.686 1.521 2.491
C -5.039 0.379 1.610
N -4.898 -0.855 2.357
C -4.105 -1.710 1.440
C -4.008 -3.178 1.982
O -4.823 -4.119 1.310
C -6.204 -3.980 1.507
H -8.760 2.092 1.487
H -7.453 1.321 0.464
H -7.455 3.001 1.161
H -5.323 1.366 3.507
H -5.350 2.491 2.125
H -4.158 0.695 1.051
H -5.822 0.189 0.877
H -5.798 -1.211 2.648
H -3.068 -1.441 1.238
H -4.571 -1.739 0.455
H -4.323 -3.178 3.025
H -3.008 -3.557 1.771
H -6.481 -4.035 2.560
H -6.702 -4.864 1.110
H -6.679 -3.029 1.264
C -3.196 -0.983 -2.054
O -4.253 -1.111 -3.042
C -5.335 -0.212 -2.916
C -6.275 -0.171 -4.108
N -5.933 0.624 -5.272
C -6.203 2.026 -5.128
C -5.813 2.724 -6.435
O -4.483 2.464 -6.931
C -4.543 1.883 -8.147
H -3.449 -1.541 -1.153
H -3.056 -0.015 -1.572
H -2.226 -1.263 -2.465
H -4.961 0.762 -2.597
H -5.898 -0.448 -2.013
H -7.253 0.179 -3.776
H -6.550 -1.160 -4.477
H -5.031 0.412 -5.675
H -5.702 2.358 -4.219
H -7.252 2.193 -4.881
H -5.802 3.804 -6.291
H -6.558 2.496 -7.198
H -5.037 2.400 -8.970
H -5.077 0.938 -8.053
H -3.508 1.768 -8.467
C 4.542 -8.469 0.046
O 4.011 -7.146 0.004
C 2.823 -6.990 -0.801
C 1.978 -5.909 -0.046
N 2.124 -4.452 -0.596
C 3.520 -3.911 -0.374
C 3.920 -3.896 1.120
O 2.946 -3.079 1.782
C 3.504 -2.692 3.039
H 4.475 -9.079 -0.854
H 4.192 -9.110 0.855
H 5.624 -8.422 0.163
H 2.323 -7.949 -0.666
H 2.886 -6.909 -1.886
H 2.056 -6.183 1.006
H 0.914 -6.047 -0.240
H 2.235 -4.385 -1.598
H 3.678 -3.011 -0.969
H 4.212 -4.530 -0.945
H 4.947 -3.709 1.434
H 3.832 -4.939 1.426
H 3.911 -3.583 3.517
H 2.769 -2.213 3.687
H 4.393 -2.079 2.895
C -1.070 2.927 11.551
O 0.011 3.243 10.599
C -0.123 2.595 9.347
C 1.371 2.336 8.829
N 1.637 1.337 7.704
C 1.293 -0.062 7.726
C 0.984 -0.623 6.368
O 0.300 0.333 5.531
C 0.025 -0.325 4.250
H -1.118 1.878 11.842
H -2.066 3.169 11.181
H -0.933 3.448 12.499
H -0.739 3.137 8.630
H -0.638 1.637 9.425
H 1.912 1.922 9.680
H 1.804 3.312 8.610
H 1.147 1.589 6.858
H 0.332 -0.095 8.239
H 1.941 -0.713 8.314
H 0.356 -1.501 6.520
H 1.931 -0.977 5.962
H 0.919 -0.864 3.935
H -0.229 0.369 3.448
H -0.677 -1.158 4.299

[4]
17
Properties=species:S:1:pos:R:3 method="wB97M-V/def2-TZVPD" homo_energy_ha="-0.3064 / -0.3315" orbital_gap_ev="7.538 / 8.131"
C 2.071 -1.305 0.206
C 1.572 -0.251 0.985
C 1.235 -1.777 -0.787
C 0.234 0.081 0.909
C -0.099 -1.451 -0.948
C -0.608 -0.526 -0.030
N -2.552 2.331 -0.844
O -3.185 -0.939 -1.115
P -2.322 -0.224 -0.180
Cl -3.095 -0.231 1.581
H 3.110 -1.594 0.243
H 2.401 -0.036 1.701
H 1.626 -2.606 -1.422
H -0.370 0.847 1.351
H -0.851 -1.979 -1.581
H -3.487 2.615 -0.560
H -2.671 2.250 -1.852

[5]
95
Properties=species:S:1:pos:R:3 method="wB97M-V/def2-TZVPD" homo_energy_ha=-0.2802 orbital_gap_ev=8.089
Be 0.269 -0.290 0.429
C -0.264 2.674 2.969
N 0.515 1.627 2.321
C 0.834 0.600 3.311
C 1.745 2.212 1.785
C 2.563 1.264 0.934
C 3.927 1.526 0.815
C 4.729 0.751 -0.009
C 4.161 -0.310 -0.701
C 2.807 -0.574 -0.545
C 1.954 0.194 0.265
H 0.283 3.126 3.811
H -1.195 2.259 3.362
H -0.486 3.473 2.261
H 1.405 1.025 4.152
H 1.425 -0.187 2.846
H -0.087 0.162 3.696
H 2.370 2.586 2.613
H 1.462 3.085 1.187
H 4.368 2.347 1.374
H 5.789 0.964 -0.096
H 4.769 -0.931 -1.348
H 2.396 -1.433 -1.076
C 2.065 -3.473 1.484
C 0.736 -3.951 2.084
C 0.736 -3.440 3.535
C 0.696 -5.483 2.101
P -0.680 -3.090 1.152
N -0.366 -1.626 0.817
C -1.015 -4.055 -0.457
C -1.653 -5.440 -0.329
C 0.335 -4.198 -1.179
C -1.900 -3.169 -1.363
C -2.251 -3.204 2.222
C -3.449 -2.896 1.307
C -2.199 -2.070 3.262
C -2.518 -4.546 2.917
H 2.885 -3.858 2.101
H 2.118 -2.385 1.479
H 2.232 -3.816 0.467
H 1.707 -3.671 3.986
H -0.026 -3.917 4.147
H 0.602 -2.361 3.576
H 1.445 -5.844 2.813
H 0.943 -5.914 1.130
H -0.270 -5.876 2.415
H -1.014 -6.149 0.195
H -1.825 -5.834 -1.336
H -2.619 -5.409 0.171
H 0.991 -4.922 -0.698
H 0.851 -3.237 -1.231
H 0.157 -4.548 -2.200
H -2.963 -3.342 -1.203
H -1.684 -3.398 -2.412
H -1.687 -2.113 -1.186
H -3.247 -2.036 0.667
H -4.318 -2.662 1.929
H -3.717 -3.746 0.680
H -1.803 -1.161 2.805
H -1.595 -2.326 4.130
H -3.214 -1.862 3.617
H -2.480 -5.391 2.230
H -3.527 -4.519 3.344
H -1.830 -4.740 3.737
Ge 0.022 0.553 -2.500
C 1.618 1.540 -2.940
C 2.471 0.883 -3.828
C 3.631 1.502 -4.269
C 3.948 2.775 -3.816
C 3.103 3.431 -2.930
C 1.933 2.821 -2.496
C -1.581 1.011 -3.471
C -2.620 0.081 -3.541
C -3.814 0.416 -4.165
C -3.972 1.678 -4.724
C -2.938 2.604 -4.668
C -1.745 2.273 -4.042
H 0.277 -0.951 -2.453
H 2.237 -0.123 -4.162
H 4.294 0.988 -4.954
H 4.860 3.254 -4.150
H 3.358 4.422 -2.575
H 1.279 3.327 -1.801
H -2.499 -0.903 -3.099
H -4.619 -0.307 -4.216
H -4.910 1.944 -5.196
H -3.063 3.584 -5.111
H -0.940 2.998 -3.988
Cl -3.735 3.020 -0.458
C -2.576 1.908 0.295
Cl -3.285 0.306 0.499
C -1.277 1.907 -0.531
O -0.859 2.914 -1.027
O -0.689 0.711 -0.710
H -2.370 2.288 1.281

[6]
16
Properties=species:S:1:pos:R:3 method="wB97M-V/def2-TZVPD" charge=+2 homo_energy_ha=-0.4966 relative_energy_kcal_mol=263.77 orbital_gap_ev=2.110
Cd -0.791 -3.708 -4.257
Cd 2.679 -0.527 3.944
Cd -0.059 5.306 -2.334
N -0.880 4.929 2.995
O -1.531 5.344 4.074
O -0.283 3.896 3.077
O -1.276 5.243 1.901
N -1.317 -4.735 1.395
O -0.342 -4.602 2.137
O -2.304 -4.652 1.949
O -1.222 -4.724 0.222
N 1.781 -0.022 -1.709
O 1.546 1.184 -1.937
O 1.639 -0.809 -2.612
O 1.877 -0.399 -0.571
Br 0.484 -1.723 -8.272

[7]
8
Properties=species:S:1:pos:R:3 method="wB97M-V/def2-TZVPD" charge=+2 homo_energy_ha="-0.7609 / -0.7738" multiplicity=5 s_squared=6.0098 relative_energy_kcal_mol=7.28 orbital_gap_ev="9.038 / 7.055"
C 0.105 -0.984 0.088
C -0.062 0.185 0.945
O -0.204 1.409 0.352
O 0.152 -0.592 -1.191
H 0.714 0.103 1.736
H 0.283 -1.350 -1.778
Ir 0.044 1.611 -1.492
H -1.032 -0.383 1.340

[8]
10
Properties=species:S:1:pos:R:3 method="wB97M-V/def2-TZVPD" homo_energy_ha=-0.3779 smiles="C=O.CO" relative_energy_kcal_mol=37.45 orbital_gap_ev=11.161
C -1.768 1.890 0.026
O -3.084 1.444 -0.371
H -1.149 1.050 0.362
H -1.789 2.693 0.757
H -1.280 2.223 -0.889
H -3.651 1.840 0.302
O 2.443 -1.558 0.650
C 2.927 -2.190 -0.246
H 2.384 -3.099 -0.580
H 3.855 -1.971 -0.783

[9]
97
Properties=species:S:1:pos:R:3 method="wB97M-V/def2-TZVPD" homo_energy_ha=-0.2554 relative_energy_kcal_mol=0.00 orbital_gap_ev=6.374
Ta 0.168 -0.007 -0.405
O -1.284 2.146 -3.854
C -0.538 3.230 -4.495
O -0.665 -0.336 -4.838
C 0.710 -0.464 -5.067
H 0.231 2.823 -5.165
H -0.054 3.811 -3.702
H -1.200 3.898 -5.070
H 1.091 -0.072 -6.028
H 1.006 -1.500 -4.864
H 1.097 0.190 -4.189
C -2.162 1.485 -4.770
C -1.356 0.588 -5.694
H -2.716 2.248 -5.357
H -2.857 0.874 -4.162
H -0.684 1.190 -6.347
H -2.046 -0.035 -6.294
Cl 0.368 -1.625 -2.161
Cl 1.572 1.239 -2.900
N 0.104 -1.838 0.693
P -2.478 -0.420 -0.708
P 2.829 -0.111 -0.657
C 3.135 -1.441 0.557
C 3.066 1.481 0.215
C -2.904 -1.480 0.717
C -3.023 1.293 -0.525
Si -1.631 2.620 -0.291
H -3.683 1.322 0.361
H -3.619 1.544 -1.420
C -1.943 3.565 1.287
C -1.810 3.871 -1.667
Si 1.569 2.700 0.054
H 3.958 1.930 -0.236
H 3.278 1.222 1.261
C 2.116 3.909 -1.298
C 1.460 3.699 1.623
Si 1.652 -2.351 1.369
H 3.733 -0.940 1.342
H 3.764 -2.198 0.062
C 1.816 -2.070 3.229
C 1.788 -4.236 1.159
Si -1.403 -2.643 1.052
H -3.787 -2.084 0.453
H -3.119 -0.876 1.609
C 4.060 -0.287 -1.984
C 4.928 0.745 -2.395
H 5.128 1.607 -1.752
C 5.532 0.649 -3.642
H 6.118 1.497 -4.012
C 5.400 -0.503 -4.418
H 5.848 -0.557 -5.417
C 4.687 -1.598 -3.918
H 4.659 -2.533 -4.473
C 4.015 -1.491 -2.708
H 3.460 -2.342 -2.310
C -3.528 -1.168 -2.017
C -2.994 -2.135 -2.872
H -1.939 -2.376 -2.787
C -3.784 -2.786 -3.806
H -3.330 -3.542 -4.444
C -5.144 -2.479 -3.921
H -5.763 -2.969 -4.680
C -5.705 -1.551 -3.032
H -6.771 -1.312 -3.069
C -4.913 -0.912 -2.073
H -5.366 -0.204 -1.370
H 1.621 -4.534 0.112
H 1.059 -4.774 1.788
H 2.796 -4.572 1.456
H 2.144 -1.044 3.434
H 2.597 -2.750 3.606
H 0.903 -2.252 3.805
C -1.705 -4.173 -0.001
C -1.412 -3.035 2.894
H -1.434 -4.003 -1.050
H -2.772 -4.444 0.029
H -1.123 -5.018 0.392
H -1.451 -2.100 3.462
H -0.512 -3.584 3.186
H -2.288 -3.635 3.172
H -1.782 3.368 -2.639
H -0.987 4.593 -1.637
H -2.775 4.396 -1.598
H -1.967 2.912 2.168
H -2.939 4.019 1.152
H -1.201 4.359 1.424
H 3.193 4.124 -1.236
H 1.567 4.857 -1.248
H 1.935 3.441 -2.279
H 1.065 3.146 2.480
H 0.861 4.600 1.455
H 2.486 4.002 1.870
N 0.000 1.970 -0.357
O -1.285 0.547 1.880
C -0.141 0.464 2.395
O 0.909 0.414 1.621
H 0.026 0.422 3.490

[10]
9
Properties=species:S:1:pos:R:3 method="wB97M-V/def2-TZVPD" homo_energy_ha=-0.3658 smiles="OOP(O)(O)=S" relative_energy_kcal_mol=75.96 orbital_gap_ev=9.841
O -1.089 0.070 -0.153
O 1.039 -1.443 -0.506
O 0.990 0.284 1.393
O -0.146 0.713 -0.962
P 1.554 0.001 -0.007
S 3.416 0.412 -0.185
H -1.207 -0.645 -0.714
H 1.486 -1.865 -1.261
H 0.010 -0.108 1.320

[11]
7
Properties=species:S:1:pos:R:3 method="wB97M-V/def2-TZVPD" homo_energy_ha=-0.3251 smiles="[H]/P=C/P" relative_energy_kcal_mol=19.49 orbital_gap_ev=8.540
C -0.378 -0.001 -0.155
P 0.865 0.882 0.757
P -0.220 -0.730 -1.714
H -1.274 0.332 0.252
H 0.586 0.417 2.197
H -1.518 -0.785 -2.050
H 1.939 -0.114 0.713

Calculated energy, -270.3841 -720.7295 -4542.0578 -1164.3072 -4977.7499 -3916.9524 -331.7339 -230.2209 -4365.6522 -1042.2426 -723.1158 Ha (same order as the records).